Record 1
{"formula": "C4H8OS2", "method": "ωB97M-V with the def2-TZVPD basis set", "symbols": ["C", "C", "C", "C", "H", "H", "H", "H", "H", "H", "H", "H", "O", "S", "S"], "xyz": [[1.16119, 0.39901, 0.79156], [-0.13848, 0.42176, -0.01181], [-1.40431, 0.83607, 0.77660], [-0.57280, -1.01400, -0.40740], [2.27322, -1.64719, 0.14122], [1.38122, 1.44595, 0.84636], [0.96080, -0.02793, 1.77369], [-0.83995, 1.52993, -1.43987], [-1.24949, 0.73749, 1.86252], [-1.68172, 1.83122, 0.51854], [-0.21044, -1.77805, 0.29510], [-0.43053, -1.27653, -1.44786], [0.04033, 1.27306, -1.07410], [2.60409, -0.34561, -0.04786], [-2.27904, -0.58292, -0.00531]], "atomic_forces_ev_per_a": [[-0.480, 0.072, -0.513], [0.693, -1.304, 0.739], [1.017, -1.472, 0.453], [-0.388, 0.264, 0.372], [0.055, 0.411, -0.027], [0.610, 0.623, 0.593], [0.328, 0.021, -0.025], [0.999, -0.438, 0.299], [-0.393, 0.003, -0.331], [-0.623, 0.648, -0.111], [0.077, 0.170, -0.423], [0.234, -0.093, -0.040], [-0.627, 0.999, -1.575], [-0.492, -0.275, 0.272], [-1.009, 0.371, 0.318]], "lowdin_charge": [-0.488, -0.773, -0.352, -0.409, -0.141, 0.073, 0.087, 0.125, 0.088, 0.073, 0.077, 0.083, -0.022, 0.732, 0.851], "homo_lumo_gap_ha": 0.3564, "multiplicity": 1, "total_charge": 0}

Record 2
{"formula": "C37H43N11O2P2STi", "method": "ωB97M-V with the def2-TZVPD basis set", "symbols": ["Ti", "C", "C", "N", "N", "C", "N", "S", "C", "C", "C", "C", "C", "N", "H", "H", "H", "H", "H", "H", "H", "H", "H", "C", "N", "P", "C", "C", "C", "C", "C", "C", "C", "C", "C", "C", "C", "C", "P", "C", "C", "C", "C", "C", "C", "C", "C", "C", "C", "C", "C", "H", "H", "H", "H", "H", "H", "H", "H", "H", "H", "H", "H", "H", "H", "H", "H", "H", "H", "H", "H", "H", "H", "H", "C", "N", "C", "C", "N", "N", "C", "N", "N", "H", "H", "H", "H", "H", "H", "H", "H", "H", "H", "H", "O", "N", "O"], "xyz": [[0.11082, 0.70047, -0.20804], [2.49813, -1.90862, -2.19248], [1.32835, -1.89080, -1.24773], [0.41082, -0.96931, -1.33411], [0.50748, -0.12568, -2.41128], [-0.59213, 0.52458, -2.73464], [-0.62826, 1.15044, -3.92409], [-1.98880, 0.57989, -1.73685], [1.17046, -3.03641, -0.36621], [2.25831, -3.88384, -0.09004], [2.03382, -5.11515, 0.49309], [0.72940, -5.49495, 0.78199], [-0.27146, -4.56258, 0.56738], [-0.06509, -3.36793, 0.04390], [2.28410, -1.25104, -3.03204], [2.69651, -2.91225, -2.55485], [3.38307, -1.53836, -1.67593], [0.21879, 1.26145, -4.45869], [-1.39655, 1.77369, -4.10522], [3.26499, -3.57075, -0.31957], [2.85716, -5.77650, 0.71832], [0.50171, -6.46635, 1.18904], [-1.29534, -4.77985, 0.83820], [-4.14030, -0.24647, 0.51087], [-2.87762, -0.37106, 1.23528], [-1.84864, 0.98270, 1.40897], [-2.99679, 2.40456, 1.49603], [-2.73611, 3.54506, 0.74757], [-3.61792, 4.61455, 0.78572], [-4.76729, 4.53858, 1.55592], [-5.02312, 3.40412, 2.31184], [-4.13621, 2.34506, 2.29829], [-1.41420, 0.94499, 3.19981], [-2.19896, 0.26709, 4.12349], [-1.88942, 0.30323, 5.47169], [-0.81264, 1.04862, 5.92543], [-0.04333, 1.75475, 5.01486], [-0.34197, 1.70424, 3.66490], [-1.71525, -1.68482, 0.82034], [-2.76835, -2.78943, -0.21742], [-2.49259, -2.77938, -1.58224], [-3.16795, -3.61973, -2.44685], [-4.13355, -4.48478, -1.95822], [-4.40609, -4.50877, -0.60221], [-3.72849, -3.67145, 0.26903], [-1.90511, -2.52873, 2.45785], [-3.12057, -2.53033, 3.14268], [-3.22564, -3.09254, 4.40114], [-2.12526, -3.67972, 5.00336], [-0.91234, -3.68720, 4.33536], [-0.80772, -3.10915, 3.08171], [-4.39215, 0.80095, 0.34304], [-4.94167, -0.70420, 1.09278], [-4.09984, -0.72880, -0.46819], [-1.84691, 3.59144, 0.12804], [-3.41142, 5.50030, 0.20151], [-5.46632, 5.36322, 1.56576], [-5.92021, 3.34077, 2.90956], [-4.33748, 1.46625, 2.89173], [-3.05509, -0.29131, 3.78342], [-2.50622, -0.24322, 6.16904], [-0.59252, 1.09606, 6.98177], [0.78772, 2.35810, 5.35521], [0.25564, 2.27290, 2.96984], [-1.73382, -2.10736, -1.95796], [-2.94046, -3.60113, -3.50127], [-4.66355, -5.14366, -2.62944], [-5.14752, -5.19022, -0.21060], [-3.95086, -3.73175, 1.32446], [-3.98666, -2.06440, 2.69638], [-4.17154, -3.06900, 4.92306], [-2.20910, -4.12622, 5.98287], [-0.04755, -4.14477, 4.79622], [0.14786, -3.12267, 2.57478], [1.72776, -1.23448, 4.09907], [2.63687, -0.53342, 3.21864], [3.99845, -0.46120, 3.70362], [2.22925, 0.01190, 2.04770], [1.15303, -0.31424, 1.41596], [3.08305, 0.97904, 1.53612], [3.04137, 1.51190, 0.26273], [3.88198, 2.56330, 0.06110], [2.35465, 0.94598, -0.65935], [1.96963, -0.97092, 5.12891], [1.81787, -2.31746, 3.98767], [0.69962, -0.93212, 3.91269], [4.25468, -1.42308, 4.14967], [4.11011, 0.31093, 4.47022], [4.69404, -0.27520, 2.88872], [0.64155, -1.08035, 1.85082], [3.64423, 1.47940, 2.21188], [4.26884, 3.07245, 0.83778], [3.78193, 3.08579, -0.79541], [2.46541, 1.38722, -1.57290], [0.61758, 2.23951, 0.92978], [0.56685, 3.04005, -0.09255], [0.12294, 2.35518, -1.10007]], "atomic_forces_ev_per_a": [[-0.366, -2.351, 0.570], [-0.361, -0.014, -0.166], [-0.105, 0.938, -1.118], [0.432, -2.043, -0.602], [1.183, 0.531, -0.606], [-1.246, -0.511, -0.133], [0.289, 0.201, 0.106], [-0.035, 0.003, 0.106], [0.070, -0.901, 0.960], [-0.205, 0.479, -0.060], [-0.313, -0.134, 0.187], [0.319, 0.177, -0.044], [0.005, -0.372, 0.016], [0.648, -0.176, -0.478], [0.155, -0.089, 0.099], [0.064, -0.113, -0.007], [0.095, 0.039, 0.071], [-0.016, -0.118, 0.022], [0.058, -0.002, 0.042], [0.054, -0.005, -0.155], [0.088, -0.042, -0.053], [-0.051, -0.090, 0.049], [-0.120, -0.078, 0.007], [-0.287, 0.016, -0.050], [0.654, 0.129, -0.527], [-1.012, -0.171, 0.889], [0.336, -0.068, -0.301], [0.084, -0.140, -0.068], [-0.068, 0.122, 0.002], [0.092, 0.117, -0.117], [-0.035, -0.078, 0.094], [0.093, 0.121, -0.085], [0.162, 0.090, -0.172], [0.024, -0.008, -0.100], [-0.039, 0.011, 0.116], [-0.032, -0.045, 0.026], [0.053, 0.047, 0.082], [0.118, -0.006, -0.067], [-1.706, 0.367, 0.858], [0.227, 0.160, -0.047], [-0.010, -0.014, -0.039], [-0.017, 0.053, -0.049], [-0.021, -0.052, 0.014], [-0.150, -0.118, -0.007], [0.118, 0.130, 0.003], [0.237, -0.201, -0.090], [0.118, -0.131, 0.041], [-0.188, -0.029, 0.037], [0.180, -0.024, -0.032], [0.019, -0.075, 0.225], [-0.059, 0.071, -0.059], [-0.060, -0.136, 0.030], [-0.180, -0.019, -0.061], [-0.027, -0.001, 0.116], [-0.150, 0.033, -0.006], [-0.008, 0.040, -0.016], [-0.015, 0.031, 0.012], [-0.063, 0.025, 0.066], [-0.035, -0.088, 0.053], [0.004, 0.010, -0.009], [-0.059, -0.047, 0.101], [0.045, -0.025, 0.078], [0.022, 0.043, 0.041], [0.010, 0.017, 0.049], [-0.025, -0.082, -0.027], [0.024, 0.006, -0.134], [-0.046, -0.060, -0.056], [-0.066, -0.049, 0.011], [0.017, -0.021, -0.054], [-0.050, 0.071, -0.005], [-0.101, -0.019, 0.010], [-0.020, -0.025, 0.078], [0.074, -0.016, 0.028], [0.072, -0.007, 0.031], [-0.240, -0.063, 0.011], [0.016, 0.279, -0.141], [0.203, 0.058, -0.010], [0.065, -0.377, 0.094], [-0.222, -0.039, 0.361], [0.124, 0.436, 0.298], [0.740, -0.211, -0.310], [-0.035, -0.048, 0.107], [-0.323, 0.067, -0.259], [-0.025, 0.009, 0.002], [0.001, -0.014, -0.006], [-0.046, -0.004, 0.030], [0.050, 0.053, -0.010], [0.053, 0.001, 0.023], [0.041, -0.039, 0.031], [0.223, 0.146, -0.063], [-0.173, -0.132, -0.109], [-0.017, -0.019, -0.014], [-0.035, -0.071, 0.126], [0.018, -0.108, 0.280], [0.142, 2.075, -0.819], [-0.058, -0.191, 0.025], [0.600, 2.908, 0.629]], "lowdin_spin": [0.679, 0.010, 0.069, -0.034, -0.013, -0.006, -0.005, -0.008, 0.004, 0.013, 0.000, 0.015, 0.000, 0.015, 0.000, 0.002, 0.004, 0.000, 0.000, 0.001, 0.000, 0.001, 0.000, 0.000, 0.001, 0.004, -0.002, 0.001, 0.000, 0.000, 0.000, 0.000, 0.000, 0.000, 0.000, 0.000, 0.000, 0.000, 0.016, 0.003, -0.001, 0.000, 0.000, 0.000, 0.001, 0.004, 0.001, 0.000, 0.000, 0.000, 0.000, 0.000, 0.000, 0.000, 0.001, 0.000, 0.000, 0.000, 0.000, 0.000, 0.000, 0.000, 0.000, 0.000, 0.000, 0.000, 0.000, 0.000, 0.000, 0.000, 0.000, 0.000, 0.000, 0.000, 0.000, 0.001, 0.000, 0.002, -0.001, 0.001, 0.002, 0.003, -0.001, 0.000, 0.000, 0.000, 0.000, 0.000, 0.000, 0.000, 0.000, 0.000, 0.000, 0.000, 0.028, 0.224, -0.034], "homo_lumo_gap_ha": [0.2338, 0.2612], "multiplicity": 2, "s_squared": 0.7727, "total_charge": 1}

Record 3
{"formula": "C4H7NO2", "method": "ωB97M-V with the def2-TZVPD basis set", "symbols": ["N", "C", "C", "O", "C", "C", "O", "H", "H", "H", "H", "H", "H", "H"], "xyz": [[-1.34002, -0.99727, -0.26507], [-1.02933, 0.12443, 0.53561], [0.22910, 0.51645, 0.89652], [0.45638, 1.28604, 2.01239], [1.38572, 0.19448, 0.12695], [1.23833, -0.16996, -1.17532], [0.45234, 0.43207, -2.10575], [-2.32633, -1.15568, -0.41521], [-0.70582, -1.77672, -0.13494], [-1.89187, 0.61718, 0.97616], [-0.35465, 1.36099, 2.52768], [2.32826, 0.06405, 0.63982], [2.04044, -0.71197, -1.67131], [-0.48255, 0.21591, -1.94752]], "atomic_forces_ev_per_a": [[0.198, 1.056, -0.644], [0.493, 0.005, 0.960], [-1.631, 0.518, -0.337], [-0.027, 0.448, -0.082], [-0.488, -1.530, -0.593], [2.365, 1.546, -0.008], [-1.142, -1.053, 0.182], [0.442, -0.391, 0.254], [-0.509, -0.066, -0.193], [0.070, -0.081, 0.275], [0.055, -0.081, -0.067], [0.052, -0.551, -0.020], [0.174, 0.153, 0.124], [-0.052, 0.028, 0.149]], "lowdin_charge": [0.017, -0.144, -0.360, 0.027, -0.033, -0.199, -0.001, 0.086, 0.099, 0.109, 0.097, 0.110, 0.110, 0.081], "smiles": "N/C=C(O)\\C=C/O", "homo_lumo_gap_ha": 0.2972, "multiplicity": 1, "total_charge": 0}

Record 4
{"formula": "C3H5NO2", "method": "ωB97M-V with the def2-TZVPD basis set", "symbols": ["C", "N", "C", "O", "C", "O", "H", "H", "H", "H", "H"], "xyz": [[-1.00401, 1.36989, -0.04315], [0.03576, 0.39090, 0.04991], [-0.11603, -0.90821, 0.21652], [-1.13968, -1.52432, 0.49766], [1.53708, -1.54281, -0.11202], [2.41644, -0.86915, -0.57527], [-1.96117, 0.87649, 0.13313], [-0.84080, 2.14818, 0.70264], [-0.99911, 1.81526, -1.04217], [0.99238, 0.63416, -0.15341], [1.06831, -2.38319, 0.32911]], "atomic_forces_ev_per_a": [[-0.282, 0.355, 0.052], [0.120, 0.416, -0.057], [0.810, 0.829, -0.853], [1.748, -0.068, -0.332], [-3.788, 2.701, 0.516], [-0.789, -1.654, 0.731], [0.116, 0.111, 0.005], [-0.206, 0.086, -0.045], [-0.121, 0.039, 0.129], [-0.034, 0.428, -0.228], [2.426, -3.243, 0.082]], "lowdin_charge": [-0.059, -0.018, -0.434, 0.037, -0.074, 0.079, 0.089, 0.084, 0.088, 0.114, 0.092], "smiles": "CNC(=O)C=O", "homo_lumo_gap_ha": 0.3287, "multiplicity": 1, "total_charge": 0}

Calculated values (hartree) of E for the records, taken in order: -1028.7898, -4118.7402, -361.7751, -322.4744.